No. 1
C42H125N9O16 | wB97M-V/def2-TZVPD

Results
- net charge = 0
- E_tot (eV) = -91745.091
- max |F| (hartree/bohr) = 0.048
- LUMO level (Eh) = -0.022
- HOMO level (eV) = -8.38
- relative energy (zero: lowest compared OMol25 entry of this formula, charge and spin) (kJ/mol) = 0.0

CARTESIAN COORDINATES (ANGSTROEM)
O 2.7417 4.2581 -3.1341
H 2.4039 5.0247 -3.5972
H 3.1745 3.7394 -3.8123
O 1.9652 -2.8280 -2.0927
H 1.9386 -3.5569 -1.4729
H 1.5308 -2.1080 -1.6353
O 0.6579 -4.6322 -0.1025
H -0.2047 -4.3159 0.1658
H 0.9143 -5.2444 0.5872
O 4.5046 4.2822 1.4186
H 4.7605 4.0336 0.5304
H 3.5511 4.1979 1.4262
C 1.4474 5.1474 3.5182
C 1.0086 4.1083 2.4636
C -0.4877 4.0474 2.1725
O -1.2064 3.5843 3.3199
C -2.6029 3.3826 3.0605
N 1.6753 4.4336 1.2527
H 1.1405 6.1725 3.3106
H 2.5126 5.0742 3.7376
H 0.9470 4.7722 4.4109
H 1.3179 3.1035 2.7516
H -0.7452 3.5542 1.2352
H -0.8932 5.0404 1.9784
H -2.8866 3.0513 2.0616
H -3.1787 4.2967 3.2058
H -3.0493 2.6518 3.7349
H 1.3312 5.2710 0.8050
H 1.5420 3.7951 0.4815
C -8.1613 0.8770 -3.0783
C -7.1411 0.2102 -2.1805
C -6.0480 1.1617 -1.7413
O -5.1420 0.4894 -0.9604
C -3.9629 1.2494 -0.7762
N -7.8435 -0.1452 -0.9025
H -8.9459 0.1450 -3.2697
H -7.7381 1.3389 -3.9703
H -8.5492 1.7656 -2.5802
H -6.7400 -0.6728 -2.6780
H -6.5374 1.9702 -1.1983
H -5.6714 1.6055 -2.6629
H -3.3381 0.7148 -0.0607
H -4.2875 2.2095 -0.3751
H -3.3830 1.3284 -1.6958
H -7.1706 -0.4964 -0.2362
H -8.0793 0.7503 -0.4992
C 3.9736 9.3264 0.2820
C 3.0004 8.2577 0.6803
C 2.2069 7.6222 -0.4769
O 1.0222 6.9064 0.0003
C 0.1792 6.4861 -1.0601
N 3.7053 7.2574 1.5063
H 3.4762 10.1549 -0.2223
H 4.7057 8.8288 -0.3541
H 4.4661 9.7989 1.1319
H 2.2426 8.7521 1.2880
H 2.8498 6.9337 -1.0253
H 1.9700 8.3945 -1.2088
H -0.2624 7.4038 -1.4486
H -0.6746 5.9701 -0.6208
H 0.6625 5.8433 -1.7959
H 3.1074 6.4568 1.6532
H 4.4792 6.8822 0.9767
C 2.3306 -2.5624 1.8627
C 2.1635 -1.9300 3.2424
C 1.0432 -0.8948 3.2233
O 1.0653 -0.1951 4.4496
C -0.0244 0.6879 4.6666
N 1.9961 -2.8589 4.3516
H 1.3891 -3.0339 1.5810
H 3.1757 -3.2507 1.8537
H 2.4858 -1.7874 1.1121
H 3.0658 -1.3859 3.5216
H 0.1339 -1.4641 3.0305
H 1.3144 -0.2355 2.3988
H 0.1926 1.1257 5.6409
H -1.0141 0.2567 4.8171
H -0.0954 1.5635 4.0213
H 1.6667 -2.2909 5.1190
H 1.2245 -3.4943 4.2071
C 2.3381 1.2539 -0.0605
C 1.1741 1.5292 -1.0791
C -0.0865 0.7787 -0.7512
O 0.0500 -0.5837 -1.1141
C -1.1089 -1.3506 -0.7154
N 0.9867 2.9682 -1.2201
H 3.2497 1.8119 -0.2744
H 2.5792 0.1980 0.0624
H 2.0987 1.6072 0.9425
H 1.5463 1.1980 -2.0486
H -0.8699 1.2096 -1.3747
H -0.3256 0.8693 0.3083
H -1.1780 -1.5432 0.3552
H -1.1016 -2.3386 -1.1758
H -2.0503 -0.9667 -1.1085
H 0.1686 3.0985 -1.7979
H 1.7636 3.2779 -1.7863
C 7.7834 -2.2833 3.4336
C 7.0043 -1.3979 4.3326
C 5.8569 -0.6572 3.6258
O 6.3849 0.3182 2.7098
C 5.3381 0.7206 1.8432
N 6.4272 -2.1678 5.4174
H 7.1856 -2.9359 2.7974
H 8.5136 -2.9092 3.9466
H 8.4532 -1.7820 2.7349
H 7.6551 -0.6145 4.7210
H 5.2064 -0.1833 4.3608
H 5.2695 -1.4158 3.1084
H 5.7993 1.4376 1.1640
H 4.5720 1.1628 2.4801
H 4.9018 -0.0759 1.2405
H 6.0592 -1.3894 5.9455
H 7.2845 -2.3958 5.9001
C -2.1629 -6.4962 0.6932
C -2.3784 -5.1335 0.0541
C -3.8925 -4.7681 -0.2318
O -3.9705 -3.5074 -1.0220
C -5.3309 -3.1152 -1.1931
N -1.8151 -4.0972 0.9457
H -2.6063 -7.3153 0.1270
H -2.5384 -6.4758 1.7163
H -1.0786 -6.5914 0.7511
H -1.8742 -5.0682 -0.9100
H -4.5065 -4.7383 0.6684
H -4.3167 -5.5196 -0.8976
H -5.9160 -3.1115 -0.2735
H -5.8377 -3.7917 -1.8813
H -5.2662 -2.0556 -1.4404
H -2.3003 -3.9630 1.8213
H -2.0812 -3.2582 0.4502
C 1.8619 -6.3638 -3.3398
C 0.3083 -6.4834 -3.5178
C -0.2967 -7.4821 -2.5162
O 0.2429 -8.8392 -2.5286
C -0.0149 -9.5632 -3.7236
N -0.1318 -5.1108 -3.4044
H 2.1346 -6.1329 -2.3100
H 2.3473 -5.6551 -4.0108
H 2.3485 -7.2831 -3.6654
H 0.0268 -6.7481 -4.5370
H -1.3855 -7.4336 -2.4977
H 0.0110 -7.1491 -1.5250
H -1.0752 -9.4175 -3.9304
H 0.1113 -10.6354 -3.5736
H 0.5237 -9.1594 -4.5809
H 0.5502 -4.6588 -3.9966
H 0.0577 -4.6787 -2.5114
C -3.7059 -1.3629 2.5279
C -5.0968 -1.9643 2.2548
C -5.8421 -2.1565 3.5625
O -5.2161 -3.1060 4.4001
C -5.8734 -3.1784 5.6430
N -5.8165 -1.0401 1.3926
H -3.6853 -0.2937 2.7385
H -3.1309 -1.4190 1.6036
H -3.1828 -1.8815 3.3313
H -5.1188 -2.9450 1.7795
H -6.8690 -2.4305 3.3206
H -5.8603 -1.2025 4.0895
H -5.2089 -3.7857 6.2576
H -6.8514 -3.6527 5.5614
H -6.0010 -2.2340 6.1721
H -6.0781 -0.1666 1.8269
H -5.3065 -0.7495 0.5707
C -2.9272 3.2927 -5.7251
C -2.0577 2.6178 -4.6693
O -2.1521 3.0548 -3.3022
H -2.9590 2.7792 -6.6861
H -2.6067 4.3127 -5.9373
H -3.8927 3.3208 -5.2200
H -1.0168 2.7980 -4.9380
H -2.0872 1.5283 -4.6831
H -1.9110 3.9840 -3.3107
C 1.2833 -0.8524 -5.1600
C 0.5672 -2.1583 -4.7870
O 1.5377 -3.1917 -4.7209
H 2.0404 -0.9270 -5.9406
H 1.8063 -0.3571 -4.3420
H 0.4936 -0.1888 -5.5124
H -0.2185 -2.3518 -5.5174
H 0.1117 -1.9921 -3.8107
H 1.9800 -3.0824 -3.8758
C 6.0535 2.2684 -2.2617
C 5.9290 3.7767 -2.3513
O 4.8594 4.1062 -1.4427
H 6.0638 1.8183 -1.2690
H 6.9778 1.9381 -2.7357
H 5.2956 1.7112 -2.8123
H 5.7147 4.0911 -3.3727
H 6.9213 4.1634 -2.1190
H 4.0659 4.0973 -1.9830

=====

No. 2
C42H128N8O18 | wB97M-V/def2-TZVPD

Results
- net charge = 0
- E_tot (eV) = -94398.275
- max |F| (hartree/bohr) = 0.037
- LUMO level (Eh) = 0.005
- HOMO level (eV) = -8.50
- relative energy (zero: lowest compared OMol25 entry of this formula, charge and spin) (kJ/mol) = 68.9

CARTESIAN COORDINATES (ANGSTROEM)
C -3.9896 2.7277 -0.1850
C -2.6725 3.4756 -0.2771
C -2.7559 4.9126 0.1743
O -3.7284 5.6320 -0.5542
C -3.9111 6.9267 -0.0256
N -1.6106 2.8237 0.5099
H -4.3997 2.8558 0.8219
H -3.8486 1.6579 -0.3517
H -4.7739 3.0355 -0.8767
H -2.2189 3.5383 -1.2733
H -1.7939 5.4382 0.1732
H -3.0863 4.9202 1.2284
H -4.4826 6.9235 0.9110
H -4.5489 7.4754 -0.7160
H -2.9221 7.3674 0.1150
H -1.6338 1.8058 0.4512
H -1.7457 3.0361 1.4985
C -1.4847 -0.1878 -2.1506
C -0.1634 -0.7560 -1.6083
C -0.3228 -1.1079 -0.1167
O -0.7258 0.0284 0.6168
C -0.4993 -0.1521 2.0136
N 0.2641 -1.9248 -2.4016
H -1.8356 0.6212 -1.5090
H -2.3000 -0.9139 -2.1805
H -1.2310 0.1355 -3.1619
H 0.5967 0.0238 -1.6824
H 0.6828 -1.3887 0.2260
H -1.0074 -1.9601 -0.0216
H 0.5867 -0.1691 2.1683
H -0.9654 -1.0648 2.3913
H -0.9139 0.7325 2.5004
H -0.4763 -2.6421 -2.3559
H 0.9017 -2.3652 -1.7102
C 0.8088 -4.0775 -5.5293
C 1.6431 -2.8566 -5.8555
C 2.0151 -2.7193 -7.3150
O 2.7032 -3.8910 -7.6977
C 3.1115 -3.8962 -9.0358
N 0.8622 -1.6585 -5.4794
H -0.0752 -4.0669 -6.1724
H 0.5381 -4.0936 -4.4723
H 1.3327 -5.0205 -5.6985
H 2.5042 -2.8245 -5.1775
H 2.6891 -1.8653 -7.4726
H 1.1158 -2.5538 -7.9219
H 2.2473 -3.8211 -9.7081
H 3.7554 -4.7429 -9.2562
H 3.7253 -3.0021 -9.2471
H 0.6572 -1.6603 -4.4763
H 1.4640 -0.8356 -5.5280
C 3.5310 -4.4681 3.6715
C 3.0902 -3.5458 2.5432
C 3.2955 -2.0732 2.8816
O 2.4443 -1.7273 3.9506
C 2.4434 -0.3609 4.2560
N 3.8690 -3.8041 1.3059
H 4.5519 -4.2647 4.0026
H 3.5770 -5.5062 3.3225
H 2.8159 -4.4437 4.4937
H 2.0303 -3.6846 2.3101
H 3.0005 -1.4634 2.0193
H 4.3424 -1.9104 3.1659
H 1.6173 -0.1556 4.9338
H 2.2740 0.2408 3.3521
H 3.3781 0.0023 4.6972
H 4.0639 -4.8056 1.3072
H 4.8144 -3.4326 1.4028
C -5.1960 -5.5227 4.1412
C -3.9784 -4.6015 4.1508
C -3.3857 -4.4161 2.7778
O -4.3362 -4.0824 1.7731
C -3.7696 -3.9735 0.4863
N -4.3041 -3.3173 4.7775
H -4.9333 -6.5224 3.7619
H -5.9905 -5.2538 3.4451
H -5.5485 -5.6725 5.1609
H -3.1931 -5.0567 4.7643
H -2.8518 -5.3084 2.4234
H -2.5829 -3.6662 2.7828
H -3.5411 -4.9853 0.1416
H -2.8386 -3.3920 0.4806
H -4.3970 -3.4082 -0.2000
H -4.9437 -3.4968 5.5483
H -4.8495 -2.6797 4.1970
C 1.1892 2.7449 2.7859
C 2.1099 3.7841 3.3656
C 2.8406 4.5104 2.2276
O 3.6747 5.5268 2.7620
C 4.2469 6.2950 1.7432
N 1.3513 4.7741 4.1417
H 0.4164 3.1206 2.1077
H 0.5906 2.2248 3.5389
H 1.7571 2.0194 2.1974
H 2.8134 3.2552 4.0175
H 2.1187 4.9941 1.5582
H 3.4382 3.8138 1.6258
H 3.5255 6.9276 1.1975
H 4.6051 5.6753 0.9071
H 5.0346 6.9260 2.1421
H 0.6850 5.1833 3.4773
H 1.9127 5.6050 4.3284
C 5.1721 -0.8740 -5.5685
C 4.9224 0.3593 -6.4246
C 3.9957 1.3344 -5.7090
O 2.8318 0.7203 -5.2591
C 2.0310 1.5315 -4.4345
N 6.2072 1.0045 -6.6884
H 5.7494 -1.6474 -6.0843
H 4.2513 -1.3974 -5.2986
H 5.6872 -0.6102 -4.6423
H 4.4536 -0.0106 -7.3464
H 3.8399 2.1784 -6.4028
H 4.5300 1.8321 -4.8861
H 2.5231 1.6879 -3.4668
H 1.0905 1.0104 -4.2713
H 1.8845 2.5481 -4.8142
H 6.8056 0.3777 -7.2122
H 6.0551 1.8205 -7.2759
C -0.6456 1.0422 6.3377
C -0.1232 2.3571 6.9455
C 1.3993 2.3665 6.9241
O 1.8790 1.5986 8.0087
C 3.2019 1.9316 8.3598
N -0.6538 3.4487 6.1116
H -0.2589 0.1472 6.8251
H -0.3965 0.9656 5.2775
H -1.7272 1.1002 6.4665
H -0.5033 2.5318 7.9503
H 1.7874 3.3965 6.9412
H 1.7711 1.9821 5.9598
H 3.5213 1.2710 9.1618
H 3.2596 2.9850 8.6540
H 3.9070 1.7995 7.5280
H -0.7043 4.3066 6.6586
H 0.0056 3.7633 5.3797
C -3.4844 2.4916 4.0710
O -2.2193 2.9519 3.6261
H -4.0140 3.2362 4.6750
H -4.0827 2.2587 3.1929
H -3.4123 1.6080 4.7136
H -1.6941 3.0983 4.4400
C -0.9850 -2.4723 5.0304
O -1.8971 -2.6868 6.1020
H -0.8303 -3.4031 4.4680
H -1.3926 -1.6965 4.3751
H -0.0202 -2.1862 5.4439
H -2.7914 -2.7584 5.6796
C 1.5693 2.5508 -1.0284
O 1.0793 3.8230 -0.5589
H 1.3204 1.8569 -0.2196
H 1.0393 2.2641 -1.9363
H 2.6408 2.6572 -1.1567
H 0.2206 3.6066 -0.1625
C -4.9359 1.3789 -3.2311
O -5.0127 2.7969 -3.4408
H -3.8835 1.1076 -3.1242
H -5.5152 1.1427 -2.3436
H -5.3586 0.8724 -4.1031
H -4.5505 2.9812 -4.2650
C 1.5088 -5.0415 -0.7008
O 1.8521 -3.6525 -0.6654
H 2.1924 -5.5448 -1.3925
H 1.5230 -5.4853 0.2958
H 0.5216 -5.1757 -1.1442
H 2.5104 -3.6317 0.0754
C -1.1573 3.1986 -3.7329
O -1.4296 4.4144 -4.4445
H -1.2978 2.3716 -4.4358
H -0.1089 3.1975 -3.4183
H -1.8256 3.1032 -2.8769
H -2.0739 4.9105 -3.9356
C -3.9431 -0.6699 1.8516
O -4.8759 -1.5474 2.4768
H -3.6023 -1.1310 0.9226
H -4.3380 0.3333 1.7348
H -3.0576 -0.5929 2.4909
H -4.7289 -2.4507 2.0868
C 3.2671 -0.7053 -1.8522
O 4.1549 0.3883 -1.5772
H 3.5765 -1.6862 -1.4745
H 2.3174 -0.5350 -1.3359
H 3.1477 -0.7931 -2.9334
H 4.9122 -0.0177 -1.1452
C -2.9741 -3.7544 -3.0982
O -1.8657 -4.0558 -2.2455
H -2.6204 -3.5347 -4.1077
H -3.6375 -4.6186 -3.1289
H -3.5335 -2.8794 -2.7671
H -1.8913 -4.9915 -2.0407
C -2.5758 -0.1042 -5.8155
O -3.7327 0.4249 -6.4707
H -1.6417 0.3059 -6.1984
H -2.7027 0.2427 -4.7869
H -2.5592 -1.1936 -5.7477
H -3.7412 0.0658 -7.3644